Entry 1:
111
Properties=species:S:1:pos:R:3:forces:R:3 method="wB97M-V/def2-TZVPD" homo_ev=-11.3 charge=+1 orbital_gap_ha=0.281
C 2.29932 1.29540 -2.75688 -0.5 -0.1 0.0
C 1.67320 2.04968 -3.91053 0.4 0.0 -0.2
O 0.62535 1.26023 -4.57637 0.1 0.2 0.1
P -0.83377 1.24357 -4.03738 0.3 -0.3 0.2
O -1.09448 0.52604 -2.75901 0.1 0.3 -0.1
C -1.68797 0.37855 -5.36821 -0.1 -0.1 -0.1
C -3.00264 -0.26737 -4.92383 0.3 0.5 -0.3
S -2.70537 -1.56619 -3.71331 -0.7 -2.0 -0.9
O -1.25056 2.75259 -4.05758 -0.4 0.1 0.2
C -2.49209 3.19259 -3.43646 0.1 0.4 0.2
C -3.50120 3.58201 -4.47992 -0.2 0.1 0.0
H 2.11489 0.23054 -2.87306 0.2 -0.1 -0.1
H 3.36779 1.46886 -2.72692 0.1 0.0 0.1
H 1.85437 1.57874 -1.80803 0.1 0.1 0.1
H 2.39546 2.25151 -4.69375 0.0 -0.1 -0.2
H 1.26255 3.00630 -3.60560 -0.2 0.1 0.1
H -1.88887 1.04874 -6.20214 0.0 0.1 0.0
H -0.99205 -0.37242 -5.74337 0.0 -0.1 -0.1
H -3.70802 0.43672 -4.49516 0.0 0.1 0.1
H -3.48611 -0.76979 -5.75741 0.0 -0.1 0.0
H -3.60498 -1.30700 -2.76958 0.1 0.3 0.5
H -1.53640 -1.26397 -3.12429 0.0 0.9 0.5
H -2.85994 2.43482 -2.75094 0.0 -0.3 0.0
H -2.23082 4.05387 -2.82754 0.1 0.1 0.1
H -3.18477 4.46211 -5.03069 0.1 0.1 -0.1
H -4.43340 3.82970 -3.97544 -0.1 0.0 0.0
H -3.70611 2.78773 -5.19468 0.0 -0.1 -0.1
C -0.02763 1.89011 1.86252 0.0 0.0 0.0
C 0.78510 1.20373 1.06844 0.0 0.0 0.0
C 2.20290 0.96159 1.43426 0.0 0.1 0.1
O 2.93073 0.33268 0.69326 0.0 -0.1 -0.1
C 2.68561 1.50705 2.72859 0.0 0.0 0.0
C 1.87255 2.19859 3.52522 0.0 0.0 0.0
C 0.45346 2.44249 3.15471 0.2 -0.1 0.0
O -0.28327 3.06793 3.88448 -0.2 0.0 0.0
H -1.06612 2.07233 1.61729 0.0 0.0 0.0
H 0.45812 0.78237 0.12556 0.0 0.0 0.0
H 3.71920 1.30581 2.98129 0.0 0.0 -0.1
H 2.19307 2.61268 4.47468 0.0 0.0 0.0
C 0.47232 6.35594 -5.37027 0.0 0.0 0.0
C 0.20133 5.71463 -4.23800 0.0 0.0 0.0
C 0.54550 6.29795 -2.91810 0.0 0.0 0.0
O 0.28848 5.69007 -1.89886 0.0 0.0 0.0
C 1.20382 7.62598 -2.89778 0.0 0.0 0.0
C 1.47669 8.27139 -4.02896 0.0 0.0 0.0
C 1.13350 7.69081 -5.35551 0.0 0.0 0.1
O 1.37794 8.27418 -6.38501 0.0 0.0 0.0
H 0.23363 5.95389 -6.34731 0.0 0.0 0.0
H -0.27623 4.74307 -4.19385 0.1 0.1 -0.1
H 1.44304 8.02802 -1.92168 0.0 0.0 0.0
H 1.95639 9.24142 -4.04588 0.0 0.0 0.0
C 5.53622 -4.37423 3.50271 0.0 -0.1 0.0
C 5.83201 -3.07846 3.52837 0.0 0.0 0.0
C 4.93948 -2.06797 2.90150 -0.1 -0.2 0.0
O 5.21097 -0.89009 2.92164 0.0 0.2 0.1
C 3.69789 -2.56049 2.24527 0.0 -0.1 0.1
C 3.40690 -3.85891 2.21788 0.0 0.1 0.0
C 4.30180 -4.86699 2.84257 0.0 0.0 -0.1
O 4.02270 -6.04808 2.81875 0.0 0.0 0.0
H 6.16963 -5.12651 3.95531 0.0 0.0 0.0
H 6.72627 -2.69484 4.00245 0.0 0.0 0.0
H 3.06490 -1.80802 1.79612 0.0 0.0 0.0
H 2.51249 -4.24687 1.74582 0.0 0.0 0.0
C -5.27105 -6.43184 -5.73584 0.0 0.0 0.0
C -4.52335 -7.52153 -5.57803 0.0 0.0 0.0
C -3.06361 -7.43119 -5.29773 0.0 0.1 0.0
O -2.38124 -8.41628 -5.15465 0.0 -0.1 0.0
C -2.46562 -6.06776 -5.19956 -0.1 0.0 0.0
C -3.22262 -4.98914 -5.36299 0.0 0.0 0.0
C -4.67415 -5.08146 -5.63845 0.0 0.0 0.0
O -5.32960 -4.06558 -5.76612 0.0 0.0 0.0
H -6.33351 -6.47382 -5.93752 0.0 0.0 0.0
H -4.93135 -8.52176 -5.64238 0.0 0.0 0.0
H -1.40354 -6.02473 -4.99395 0.0 0.0 0.0
H -2.84547 -3.97735 -5.31074 0.1 0.0 0.0
C -0.33548 6.64215 5.81762 0.0 0.0 0.0
C 0.36394 5.51374 5.89231 0.0 0.0 0.0
C 1.84388 5.53348 6.00745 -0.1 0.1 0.0
O 2.48381 4.50346 6.05521 0.1 -0.1 0.0
C 2.51561 6.85766 6.04952 0.0 0.0 0.0
C 1.81533 7.98583 5.98133 0.0 0.0 0.0
C 0.33277 7.96823 5.85805 0.0 -0.1 0.0
O -0.30201 8.99684 5.79050 0.0 0.0 0.0
H -1.41377 6.65504 5.72416 0.0 0.0 0.0
H -0.09637 4.53580 5.85706 0.0 0.0 0.0
H 3.59465 6.84331 6.13587 0.0 0.0 0.0
H 2.27870 8.96373 6.00847 0.0 0.0 0.0
C -2.79766 -3.30384 -0.33245 0.0 0.1 0.0
C -2.22224 -2.27181 0.27248 0.0 0.0 0.0
C -1.83414 -2.34724 1.70839 0.0 0.0 -0.1
O -1.30432 -1.39810 2.23876 0.1 0.1 0.1
C -2.11359 -3.61241 2.42736 0.0 0.0 0.0
C -2.69796 -4.64283 1.81945 0.0 0.0 0.0
C -3.09052 -4.57386 0.38976 0.1 0.0 0.0
O -3.61551 -5.49668 -0.18974 0.0 0.0 0.0
H -3.09264 -3.28830 -1.37656 0.0 -0.1 0.0
H -1.99841 -1.33406 -0.22622 0.0 0.0 0.0
H -1.82186 -3.64940 3.46653 0.0 0.0 0.1
H -2.90877 -5.57224 2.33246 0.0 0.0 0.0
C 2.34899 -5.83754 5.70183 0.1 0.0 0.0
C 1.18037 -5.95424 5.08022 0.0 0.0 0.0
C -0.08698 -5.58023 5.75359 0.0 0.0 0.0
O -1.15340 -5.67015 5.17857 -0.1 0.1 -0.1
C -0.00637 -5.08071 7.14889 0.0 0.0 0.0
C 1.16198 -4.96509 7.77266 0.0 0.0 0.0
C 2.43615 -5.32963 7.09640 -0.1 0.0 -0.1
O 3.50179 -5.21311 7.65562 0.1 0.0 0.0
H 3.28267 -6.10454 5.22434 0.0 0.0 0.0
H 1.09992 -6.32026 4.06380 0.0 0.0 0.0
H -0.94639 -4.81707 7.61669 0.0 0.0 0.0
H 1.24812 -4.60038 8.78812 0.0 0.0 0.0

=====

Entry 2:
126
Properties=species:S:1:pos:R:3:forces:R:3 method="wB97M-V/def2-TZVPD" homo_ev=-6.6 orbital_gap_ha=0.251 e_above_lowest_kj_mol=15.7
Ba -0.18429 0.48497 -0.72478 1.0 -0.2 0.1
C 1.05936 -3.92952 -1.07162 0.0 0.0 0.0
N 0.73460 -4.28848 0.29803 0.1 0.0 0.0
C 0.50107 -5.70002 0.51377 -0.1 0.0 -0.1
C 0.86137 -3.39212 1.33316 0.0 -0.1 -0.1
N 0.77215 -2.12629 1.11766 0.0 0.2 0.1
C 1.18331 -1.21918 2.18349 0.0 0.0 0.0
C 0.00167 -0.56208 2.90792 0.0 0.0 0.0
N -0.39324 0.72757 2.33764 0.0 0.0 -0.1
C 0.47013 1.82133 2.78142 0.0 0.0 0.0
C 0.50951 2.95005 1.74772 -0.3 0.0 0.1
N 1.41485 2.63409 0.66439 0.0 -0.1 0.0
C 2.43584 3.38679 0.44124 -0.1 0.1 -0.1
N 2.85338 4.40709 1.29994 0.1 0.0 0.0
C 3.36221 5.66255 0.79329 0.0 0.0 0.0
C 3.18900 4.11768 2.67497 0.0 0.0 0.0
N 3.14589 3.26694 -0.72862 0.0 0.0 0.1
C 2.59889 2.39991 -1.76255 0.0 0.0 0.0
C 4.60075 3.20493 -0.65034 0.0 0.0 0.0
C -1.81485 1.00575 2.60028 0.0 0.0 0.0
C -2.67525 0.66218 1.39372 -0.1 0.1 -0.1
N -2.41418 -0.66987 0.88476 -0.1 0.1 0.1
C -3.39282 -1.49434 0.73835 0.0 0.0 0.0
N -4.65356 -1.36244 1.30559 0.0 0.0 0.0
C -5.85174 -1.72555 0.57899 0.0 0.0 0.0
C -4.82333 -1.04006 2.70106 0.0 0.0 0.0
N -3.24860 -2.60289 -0.06301 0.0 0.0 0.0
C -3.67976 -3.89767 0.42842 0.0 0.0 0.0
C -2.10757 -2.66023 -0.95407 0.0 0.0 0.0
N 1.07752 -4.01695 2.56946 0.1 0.0 0.0
C 0.40227 -3.62569 3.78213 0.0 0.0 0.0
C 2.29158 -4.78362 2.74916 0.0 0.0 0.0
H 2.10927 -4.14367 -1.30162 0.0 0.0 0.0
H 0.85706 -2.88314 -1.27053 0.1 0.0 0.0
H 0.43738 -4.50547 -1.75734 0.0 0.0 0.0
H -0.23418 -6.05006 -0.21414 0.0 0.0 0.0
H 0.11549 -5.87738 1.51381 0.0 0.0 0.0
H 1.40927 -6.29962 0.37745 0.0 0.0 0.0
H 1.79124 -0.42800 1.72909 0.0 0.0 0.0
H 1.83303 -1.71889 2.91046 0.0 0.0 0.0
H 0.22364 -0.44631 3.98163 0.0 0.0 0.0
H -0.85673 -1.22235 2.81375 0.0 0.0 0.0
H 1.47983 1.42580 2.90883 0.0 0.0 0.0
H 0.14423 2.20299 3.76193 0.0 0.0 0.0
H 0.68697 3.91461 2.23381 0.2 0.0 0.0
H -0.50327 3.02963 1.32492 0.0 0.0 0.0
H 3.07527 5.78312 -0.24796 0.0 0.0 0.0
H 4.45433 5.74147 0.86423 0.0 0.0 0.0
H 2.93488 6.48498 1.37389 0.0 0.0 0.0
H 2.85401 3.12007 2.94502 0.0 0.0 0.0
H 2.72241 4.83605 3.35599 0.0 0.0 0.0
H 4.27516 4.16262 2.83070 0.0 0.0 0.0
H 1.58452 2.70396 -2.00328 0.0 0.0 0.0
H 2.61904 1.34872 -1.46242 0.0 0.0 0.0
H 3.21537 2.49873 -2.65564 0.0 0.0 0.0
H 4.96726 3.72533 0.22911 0.0 0.0 0.0
H 5.03993 3.66391 -1.53730 0.0 0.0 0.0
H 4.93666 2.16426 -0.60661 0.0 0.1 0.0
H -1.94197 2.07041 2.81222 0.0 0.0 0.0
H -2.14211 0.46750 3.50007 0.0 0.0 0.0
H -2.41174 1.38650 0.61080 -0.1 0.0 -0.1
H -3.73206 0.86738 1.58391 0.0 0.0 0.1
H -5.61889 -1.85641 -0.47544 0.0 0.0 0.0
H -6.58902 -0.92280 0.66681 0.0 0.0 0.0
H -6.30969 -2.64784 0.95824 0.0 0.0 0.0
H -3.85184 -0.97517 3.18673 0.0 0.0 0.0
H -5.40236 -1.82588 3.20060 0.0 0.0 0.0
H -5.34982 -0.09118 2.85091 0.0 0.0 0.0
H -4.41318 -3.78356 1.22203 0.0 0.0 0.0
H -2.82578 -4.46062 0.82801 0.0 0.0 0.0
H -4.12634 -4.48245 -0.37866 0.0 0.0 0.0
H -2.03495 -1.72713 -1.50378 0.0 0.0 0.0
H -2.27248 -3.46022 -1.67903 0.0 0.0 0.0
H -1.17599 -2.85099 -0.41658 0.0 0.0 0.0
H -0.53004 -3.12039 3.54268 0.0 0.0 0.0
H 1.00020 -2.97142 4.42858 0.0 0.0 0.0
H 0.15708 -4.52463 4.35623 0.0 0.0 0.0
H 2.68949 -5.09132 1.78383 0.0 0.0 0.0
H 2.09399 -5.68165 3.34178 0.0 0.0 0.0
H 3.06547 -4.19974 3.26479 0.0 0.0 0.0
N 3.07234 -0.92046 -0.49034 0.0 -0.1 0.0
C 4.00800 -0.72970 -1.51881 0.0 0.0 0.0
C 5.28187 -0.26754 -1.19085 0.0 -0.1 0.0
C 6.22038 0.00545 -2.17233 0.0 0.0 0.0
C 5.88730 -0.17196 -3.50678 0.0 0.0 0.0
C 4.62571 -0.65108 -3.82987 0.0 0.0 0.0
C 3.66911 -0.95548 -2.86211 -0.1 0.0 0.0
C 2.34844 -1.51901 -3.28862 0.1 0.0 0.0
C 2.39705 -2.60441 -4.16971 0.0 0.0 0.0
C 1.23051 -3.15065 -4.68762 0.0 0.0 0.0
C 0.01624 -2.57335 -4.34867 -0.1 0.0 0.0
C -0.01043 -1.49950 -3.46240 0.1 0.0 -0.1
C 1.13219 -0.94335 -2.85768 0.0 0.1 0.2
H 3.47703 -1.29116 0.35786 0.0 0.0 0.0
H 2.27521 -1.47104 -0.78023 0.0 0.0 0.0
H 5.52947 -0.11918 -0.14414 0.0 0.0 0.0
H 7.20377 0.36343 -1.89314 0.0 0.0 0.0
H 6.60154 0.05491 -4.28759 0.0 0.0 0.0
H 4.35599 -0.79617 -4.86934 0.0 0.0 0.0
H 3.35748 -3.02721 -4.44832 0.0 0.0 0.0
H 1.27049 -3.99761 -5.36214 0.0 0.0 0.0
H -0.90445 -2.95988 -4.77651 0.0 0.0 0.0
H -0.98820 -1.06096 -3.25470 0.0 0.0 0.0
C -2.21052 6.27923 -1.16660 0.0 0.0 0.0
C -2.66726 4.82663 -1.28322 0.0 0.0 0.0
C -1.57028 3.92889 -1.63489 0.0 0.0 0.0
N -0.68277 3.25125 -1.90188 0.0 0.0 0.1
H -3.05561 6.91016 -0.89484 0.0 0.0 0.0
H -1.80541 6.64014 -2.11124 0.0 0.0 0.0
H -1.44036 6.39065 -0.40345 0.0 0.0 0.0
H -3.44282 4.68911 -2.03553 0.0 0.0 0.0
H -3.09679 4.45230 -0.35395 0.0 0.0 0.0
I -8.05370 -2.76540 -4.11220 0.0 0.0 0.0
C -6.56385 -1.46826 -3.43451 0.0 0.1 0.0
C -6.92189 -0.29105 -2.79106 0.0 0.0 0.0
C -5.92660 0.55201 -2.32302 0.1 0.0 0.0
C -4.58356 0.22827 -2.48390 0.0 0.0 0.0
C -4.24581 -0.94034 -3.15312 0.0 0.0 0.0
C -5.23045 -1.79427 -3.63095 0.0 0.0 0.0
C -3.52475 1.12567 -1.86871 0.0 0.0 0.1
O -3.88395 2.21575 -1.40512 0.0 0.0 0.0
O -2.34648 0.65289 -1.82290 -0.7 0.0 -0.5
H -7.96501 -0.04018 -2.65266 0.0 0.0 0.0
H -6.16562 1.47382 -1.80902 0.0 0.0 0.0
H -3.20305 -1.17988 -3.30695 0.0 0.0 0.0
H -4.96067 -2.70400 -4.15068 0.0 0.0 0.0